C9H17P | ωB97M-V/def2-TZVPD

The value obtained for the energy above the lowest of the compared OMol25 structures with the same formula, charge and spin is 1.86 kcal/mol. The lowest unoccupied orbital energy comes out at 0.02265 Eh. As for the molar mass: 156.21 g/mol. The spin multiplicity is 1.

Each line ends with the Mulliken charge.
Geometry (Å):
C1 1.3154 -2.1728 1.4489  -0.935
C2 0.5740 -1.1001 1.2091  -0.326
C3 1.7221 0.6761 -0.4410  0.393
C4 2.2206 1.3241 0.7879  -1.229
C5 -2.1660 -0.8712 0.2121  -1.796
C6 -1.3456 0.2506 -1.8526  -1.896
C7 -1.1927 1.4269 0.3252  -1.849
C8 0.2684 -0.6057 -0.1364  -0.295
C9 -1.0840 0.0606 -0.3564  2.070
P1 2.3559 0.8550 -1.9656  -0.124
H1 1.5550 -2.4919 2.4489  0.286
H2 1.7155 -2.7737 0.6489  0.287
H3 0.1937 -0.5194 2.0380  0.257
H4 1.4086 1.7094 1.4039  0.238
H5 2.7712 0.5954 1.3881  0.306
H6 2.8958 2.1435 0.5390  0.450
H7 -2.1111 -1.8509 -0.2582  0.388
H8 -2.0523 -0.9962 1.2857  0.401
H9 -3.1527 -0.4530 0.0188  0.463
H10 -1.2983 -0.7002 -2.3813  0.403
H11 -2.3361 0.6752 -2.0071  0.456
H12 -0.6136 0.9283 -2.2872  0.315
H13 -0.4917 2.1264 -0.1214  0.412
H14 -2.1987 1.8188 0.1960  0.511
H15 -0.9953 1.3597 1.3924  0.275
H16 0.4947 -1.3396 -0.9053  0.595
H17 1.5472 -0.0751 -2.6304  -0.055